# C3H9BO2S

2 unconnected molecules or ions with the total composition C3H9BO2S in a non-equilibrium geometry (ωB97M-V/def2-TZVPD, OMol25).

Total charge = 0
DFT total energy = -693.2271 Ha
LUMO = 0.2 eV

Element x y z (Å)
B1 -0.623 0.142 -1.705
C1 1.514 0.150 1.972
C2 0.569 -0.289 -0.848
C3 0.105 0.183 1.178
O1 -1.834 -0.466 -1.339
O2 -0.252 1.012 -2.689
S1 -1.008 -1.007 1.956
H1 1.617 -0.950 1.834
H2 2.235 0.616 1.380
H3 1.307 0.462 2.998
H4 0.766 -1.400 -0.779
H5 1.424 0.384 -0.821
H6 -0.490 1.032 0.917
H7 -2.608 -0.339 -1.835
H8 -0.770 1.503 -3.340
H9 -1.952 -1.036 1.121